Below is a cluster of 7 separate species, C26H36F9NO12 in total at a distorted geometry, with properties calculated with ωB97M-V/def2-TZVPD.

Values from the calculation:
LUMO energy ... 0.235 eV
Charge ... 0
DFT total energy ... -2868.79164 Eh
SMILES ... CCOC(=O)C(F)(F)F.CCOC(=O)C(F)(F)F.CCOC(=O)C(F)(F)F.O=C1CCCO1.O=C1CCCO1.O=C1CCCO1.CC#N
2S+1 ... 1
Orbital gap ... 9.8 eV
Highest occupied orbital energy ... -9.600 eV
Strongest force on any atom ... 4.24 eV/A

Atoms and positions in Å:
1 O 3.089 -4.062 -3.313
2 C 2.135 -4.208 -2.553
3 O 2.333 -4.745 -1.359
4 C 1.129 -4.819 -0.608
5 C -0.010 -4.515 -1.639
6 C 0.768 -3.758 -2.698
7 H 1.180 -4.086 0.167
8 H 1.038 -5.807 -0.153
9 H -0.721 -3.879 -1.130
10 H -0.486 -5.423 -1.991
11 H 0.830 -2.674 -2.452
12 H 0.380 -3.852 -3.709
13 O -1.344 3.367 -1.019
14 C -0.691 3.770 -1.947
15 O 0.507 4.257 -1.754
16 C 1.197 4.683 -2.990
17 C 0.386 3.883 -4.119
18 C -0.977 3.747 -3.454
19 H 2.223 4.362 -2.881
20 H 1.104 5.750 -3.094
21 H 0.865 2.915 -4.254
22 H 0.349 4.374 -5.072
23 H -1.483 2.812 -3.688
24 H -1.604 4.622 -3.709
25 O 1.690 1.252 0.752
26 C 2.219 2.334 0.889
27 O 3.514 2.499 0.810
28 C 3.933 3.887 0.993
29 C 2.586 4.679 0.836
30 C 1.517 3.664 1.179
31 H 4.676 4.133 0.263
32 H 4.342 4.047 2.008
33 H 2.564 4.966 -0.230
34 H 2.610 5.585 1.443
35 H 0.687 3.738 0.459
36 H 1.173 3.691 2.224
37 C -1.214 0.426 0.322
38 C -0.678 -0.259 -0.805
39 N -0.274 -0.821 -1.714
40 H -1.986 1.153 0.107
41 H -0.421 0.890 0.909
42 H -1.688 -0.307 0.978
43 C -4.251 1.523 3.230
44 C -4.691 2.269 4.460
45 O -3.699 3.271 4.806
46 C -3.922 4.494 4.267
47 O -4.887 4.891 3.686
48 C -2.780 5.444 4.631
49 F -2.653 6.451 3.866
50 F -2.921 5.915 5.857
51 F -1.600 4.732 4.664
52 H -4.375 2.194 2.408
53 H -4.929 0.680 3.021
54 H -3.228 1.115 3.269
55 H -4.754 1.634 5.346
56 H -5.622 2.824 4.364
57 C -3.601 -3.836 2.102
58 C -2.758 -4.961 1.602
59 O -3.489 -6.158 1.835
60 C -2.822 -7.266 1.434
61 O -1.764 -7.277 0.841
62 C -3.528 -8.497 1.996
63 F -3.147 -8.678 3.284
64 F -4.845 -8.386 1.939
65 F -3.092 -9.539 1.255
66 H -4.612 -3.869 1.691
67 H -3.182 -2.871 1.882
68 H -3.709 -3.867 3.202
69 H -1.783 -5.041 2.077
70 H -2.552 -4.897 0.522
71 C 2.650 1.174 -2.492
72 C 3.488 0.125 -1.787
73 O 4.457 -0.229 -2.720
74 C 5.277 -1.250 -2.342
75 O 5.296 -1.797 -1.225
76 C 6.278 -1.592 -3.382
77 F 7.532 -1.369 -2.852
78 F 6.177 -2.847 -3.748
79 F 6.205 -0.781 -4.455
80 H 3.251 2.073 -2.672
81 H 1.785 1.524 -1.925
82 H 2.243 0.793 -3.457
83 H 3.051 -0.817 -1.541
84 H 4.061 0.428 -0.947

Below is a structure of composition C26H36HfN7O4S, with properties calculated with ωB97M-V/def2-TZVPD.

Values from the calculation:
Relative energy (zero: lowest compared OMol25 entry of this formula, charge and spin) ... 0.284 eV
LUMO energy ... -3.478 eV
Charge ... +1
DFT total energy ... -2142.79221 Eh
2S+1 ... 1
Orbital gap ... 7.9 eV
Highest occupied orbital energy ... -11.354 eV
Strongest force on any atom ... 0.84 eV/A

Atoms and positions in Å:
1 Hf 0.085 -0.646 1.052
2 N -1.061 0.700 2.573
3 C -0.694 2.085 2.618
4 C -1.481 3.075 3.128
5 C -1.015 4.404 3.148
6 C 0.229 4.711 2.679
7 C 1.059 3.701 2.141
8 C 2.352 3.949 1.635
9 C 3.073 2.915 1.113
10 C 2.502 1.635 1.065
11 N 1.297 1.350 1.526
12 C 0.580 2.376 2.090
13 H -0.739 0.233 3.426
14 H -2.066 0.555 2.498
15 H -2.465 2.838 3.513
16 H -1.650 5.180 3.554
17 H 0.599 5.727 2.710
18 H 2.755 4.954 1.667
19 H 4.069 3.055 0.719
20 H 3.063 0.825 0.628
21 C 2.530 -4.285 -3.168
22 C 3.759 -4.435 -2.274
23 C 4.839 -3.408 -2.599
24 C 3.437 -4.464 -0.779
25 N 3.127 -3.149 -0.197
26 C 3.534 -2.628 0.977
27 N 2.960 -1.465 1.137
28 N 2.199 -1.302 0.041
29 N 2.291 -2.305 -0.761
30 H 2.815 -4.442 -4.208
31 H 2.089 -3.293 -3.086
32 H 1.765 -5.021 -2.917
33 H 4.175 -5.431 -2.459
34 H 4.462 -2.388 -2.490
35 H 5.165 -3.522 -3.632
36 H 5.715 -3.522 -1.959
37 H 4.299 -4.823 -0.217
38 H 2.586 -5.110 -0.559
39 H 4.214 -3.111 1.656
40 O -1.571 -1.860 2.054
41 S -0.384 -2.665 2.555
42 O -0.634 -3.826 3.317
43 O 0.465 -1.576 3.165
44 O 0.344 -2.850 1.217
45 C -5.588 0.260 1.022
46 C -4.329 0.955 0.583
47 C -4.256 2.343 0.539
48 C -3.112 3.004 0.099
49 C -3.070 4.506 0.048
50 C -2.014 2.246 -0.289
51 C -2.060 0.854 -0.250
52 C -3.218 0.214 0.183
53 N -0.893 0.096 -0.611
54 C -0.799 -0.353 -2.042
55 C -0.913 -1.881 -2.064
56 C 0.553 0.095 -2.609
57 C -1.905 0.238 -2.912
58 H -6.230 0.060 0.162
59 H -6.157 0.872 1.720
60 H -5.368 -0.696 1.496
61 H -5.115 2.928 0.854
62 H -3.499 4.944 0.950
63 H -3.647 4.881 -0.799
64 H -2.048 4.870 -0.057
65 H -1.103 2.730 -0.625
66 H -3.241 -0.869 0.226
67 H -0.131 -2.346 -1.457
68 H -0.813 -2.266 -3.080
69 H -1.879 -2.198 -1.669
70 H 1.352 -0.026 -1.879
71 H 0.522 1.147 -2.898
72 H 0.815 -0.489 -3.493
73 H -2.895 -0.095 -2.601
74 H -1.746 -0.092 -3.940
75 H -1.884 1.327 -2.904

Below is a structure of composition C26H36N4O3PRuTe at a distorted geometry, with properties calculated with ωB97M-V/def2-TZVPD.

Values from the calculation:
Relative energy (zero: lowest compared OMol25 entry of this formula, charge and spin) ... 0.747 eV
LUMO energy (alpha / beta) ... -2.870 / -5.130 eV
Charge ... +1
DFT total energy ... -2161.13243 Eh
2S+1 ... 5
Orbital gap (alpha / beta) ... 7.1 / 4.9 eV
Highest occupied orbital energy (alpha / beta) ... -9.923 / -10.076 eV
Strongest force on any atom ... 1.06 eV/A

Atoms and positions in Å:
1 Ru 0.261 -0.300 0.379
2 C 3.218 -1.580 2.682
3 C 2.002 -1.319 3.570
4 C 1.243 0.001 3.297
5 N 0.122 -0.113 2.397
6 C -1.074 -0.531 2.807
7 C -1.247 -1.121 4.077
8 C -2.373 -1.615 4.705
9 C -3.703 -1.443 4.366
10 C -4.193 -0.743 3.267
11 C -3.522 -0.267 2.166
12 C -2.146 -0.310 1.821
13 N -1.715 -0.057 0.594
14 C -2.549 0.452 -0.466
15 C -1.813 1.467 -1.356
16 C -0.998 2.474 -0.542
17 N 0.263 1.849 -0.276
18 C 1.329 2.451 0.175
19 C 1.311 3.792 0.656
20 C 2.348 4.664 0.841
21 C 3.689 4.501 0.474
22 C 4.294 3.358 -0.012
23 C 3.802 2.066 -0.103
24 C 2.512 1.568 0.167
25 N 2.220 0.276 0.278
26 C 3.243 -0.740 0.266
27 C 2.872 -1.884 1.217
28 H 3.741 -2.440 3.106
29 H 3.900 -0.728 2.743
30 H 2.353 -1.289 4.603
31 H 1.319 -2.165 3.462
32 H 1.931 0.733 2.858
33 H 0.894 0.421 4.250
34 H -0.333 -1.297 4.622
35 H -2.183 -2.168 5.616
36 H -4.433 -1.865 5.040
37 H -5.268 -0.610 3.242
38 H -4.176 0.154 1.417
39 H -3.433 0.959 -0.066
40 H -2.892 -0.380 -1.101
41 H -2.553 1.978 -1.970
42 H -1.120 0.953 -2.030
43 H -1.522 2.742 0.390
44 H -0.852 3.392 -1.125
45 H 0.321 4.153 0.903
46 H 2.090 5.634 1.245
47 H 4.312 5.380 0.563
48 H 5.326 3.468 -0.316
49 H 4.521 1.335 -0.444
50 H 4.214 -0.340 0.577
51 H 3.338 -1.122 -0.764
52 H 3.384 -2.787 0.885
53 H 1.792 -2.081 1.137
54 C 2.543 -6.022 0.140
55 C 1.320 -5.369 -0.478
56 O 0.915 -4.301 0.379
57 P -0.326 -3.380 0.037
58 O -0.674 -2.611 1.255
59 Te 0.191 -1.854 -1.815
60 O -1.394 -4.498 -0.376
61 C -2.604 -4.240 -1.064
62 C -3.626 -3.554 -0.178
63 H 2.735 -6.979 -0.337
64 H 2.360 -6.182 1.200
65 H 3.421 -5.388 0.034
66 H 0.492 -6.080 -0.553
67 H 1.534 -4.970 -1.476
68 H -2.964 -5.221 -1.383
69 H -2.388 -3.634 -1.956
70 H -3.841 -4.173 0.690
71 H -4.552 -3.391 -0.724
72 H -3.229 -2.603 0.172

Below is a structure of composition C26H36N6O2S3SbSc, with properties calculated with ωB97M-V/def2-TZVPD.

Values from the calculation:
Relative energy (zero: lowest compared OMol25 entry of this formula, charge and spin) ... 2.297 eV
LUMO energy (alpha / beta) ... -4.070 / -3.924 eV
Charge ... +1
DFT total energy ... -3686.86969 Eh
2S+1 ... 2
Orbital gap (alpha / beta) ... 4.3 / 6.2 eV
Highest occupied orbital energy (alpha / beta) ... -8.363 / -10.151 eV
Strongest force on any atom ... 0.96 eV/A

Atoms and positions in Å:
1 Sc 0.012 0.121 0.184
2 C -1.278 -1.670 -6.788
3 C -1.061 -1.034 -5.441
4 C -0.610 0.270 -5.324
5 C -0.286 0.843 -4.076
6 C 0.331 2.094 -3.885
7 N 0.337 3.169 -4.706
8 C -0.698 3.549 -5.650
9 C -1.388 4.853 -5.220
10 C -1.965 4.807 -3.801
11 N -0.915 4.807 -2.789
12 C -0.897 4.114 -1.663
13 C -2.010 3.627 -0.947
14 C -3.297 4.201 -1.055
15 C -4.343 3.815 -0.250
16 C -5.672 4.523 -0.277
17 C -4.135 2.738 0.614
18 C -2.912 2.086 0.717
19 C -2.843 0.877 1.502
20 N -1.871 0.045 1.545
21 C -2.113 -1.166 2.339
22 C -1.289 -2.321 1.799
23 C -1.629 -2.700 0.365
24 N -1.136 -1.708 -0.609
25 C -1.321 -2.027 -1.840
26 C -1.019 -1.241 -3.008
27 C -1.289 -1.764 -4.278
28 C -0.469 0.054 -2.887
29 O -0.167 0.563 -1.739
30 C -1.779 2.575 0.008
31 O -0.609 2.094 0.197
32 H -1.158 -0.943 -7.589
33 H -0.554 -2.471 -6.948
34 H -2.274 -2.107 -6.858
35 H -0.402 0.835 -6.225
36 H 0.877 2.215 -2.955
37 H 1.001 3.892 -4.495
38 H -0.265 3.687 -6.643
39 H -1.432 2.748 -5.699
40 H -0.694 5.696 -5.309
41 H -2.211 5.045 -5.910
42 H -2.621 5.671 -3.672
43 H -2.557 3.899 -3.666
44 H -0.066 5.283 -3.045
45 H 0.081 3.947 -1.223
46 H -3.435 5.036 -1.729
47 H -5.697 5.281 -1.057
48 H -6.482 3.813 -0.448
49 H -5.857 5.010 0.681
50 H -4.961 2.389 1.224
51 H -3.754 0.644 2.059
52 H -1.815 -0.981 3.375
53 H -3.177 -1.422 2.331
54 H -0.240 -2.019 1.857
55 H -1.411 -3.193 2.441
56 H -1.189 -3.676 0.141
57 H -2.714 -2.800 0.257
58 H -1.796 -2.988 -2.059
59 H -1.665 -2.778 -4.359
60 N 1.590 1.246 1.566
61 C 2.962 1.324 1.010
62 C 2.912 1.015 -0.480
63 N 2.147 -0.234 -0.635
64 H 1.222 2.182 1.696
65 H 1.638 0.811 2.482
66 H 3.573 0.568 1.499
67 H 3.413 2.301 1.187
68 H 3.926 0.933 -0.876
69 H 2.388 1.816 -1.010
70 H 2.621 -0.971 -0.113
71 H 2.155 -0.541 -1.601
72 S 1.360 -5.578 2.699
73 Sb 2.033 -3.809 1.484
74 S 2.302 -1.746 2.456
75 S 2.130 -3.710 -0.785

Below is a cluster of 8 separate species, C26H36N8O4 in total at a distorted geometry, with properties calculated with ωB97M-V/def2-TZVPD.

Values from the calculation:
Relative energy (zero: lowest compared OMol25 entry of this formula, charge and spin) ... 0.131 eV
LUMO energy ... -0.009 eV
Charge ... 0
DFT total energy ... -1750.55118 Eh
SMILES ... C[N+](=O)[O-].C[N+](=O)[O-].c1cc[nH]c1.c1cc[nH]c1.c1cc[nH]c1.c1cc[nH]c1.c1cc[nH]c1.c1cc[nH]c1
2S+1 ... 1
Orbital gap ... 7.2 eV
Highest occupied orbital energy ... -7.169 eV
Strongest force on any atom ... 16.07 eV/A

Atoms and positions in Å:
1 N 2.587 1.776 4.495
2 C 2.980 1.356 5.830
3 C 1.964 0.190 6.170
4 C 1.001 0.094 4.954
5 C 1.422 1.250 4.008
6 H 3.106 2.431 4.047
7 H 3.830 1.723 6.336
8 H 1.934 -0.156 7.124
9 H 0.308 -0.572 4.826
10 H 0.913 1.427 2.924
11 N 4.282 -0.930 -1.577
12 C 5.105 -0.711 -2.649
13 C 4.403 -0.317 -3.922
14 C 2.919 -0.532 -3.412
15 C 3.049 -0.756 -1.931
16 H 4.593 -1.224 -0.674
17 H 6.271 -0.688 -2.593
18 H 4.715 -0.325 -4.798
19 H 2.055 -0.459 -4.075
20 H 2.287 -0.808 -1.131
21 N -0.092 4.630 -3.312
22 C 0.190 3.458 -2.698
23 C 1.412 3.762 -1.945
24 C 1.835 5.174 -2.123
25 C 0.759 5.685 -3.040
26 H -0.873 4.686 -4.003
27 H -0.253 2.590 -2.731
28 H 2.064 3.074 -1.346
29 H 2.630 5.943 -1.906
30 H 0.605 6.643 -3.672
31 N -2.643 -0.543 -0.461
32 C -1.738 0.486 -0.902
33 C -0.609 0.511 0.030
34 C -0.851 -0.647 1.091
35 C -2.242 -1.279 0.704
36 H -3.372 -0.688 -1.022
37 H -2.005 0.953 -1.840
38 H 0.266 1.019 -0.119
39 H -0.191 -1.077 1.920
40 H -2.898 -2.170 1.253
41 N -5.848 0.520 -0.258
42 C -5.988 -0.907 -0.031
43 C -5.865 -1.554 -1.342
44 C -5.540 -0.466 -2.336
45 C -5.531 0.804 -1.587
46 H -6.023 1.268 0.385
47 H -6.386 -1.394 0.868
48 H -6.086 -2.563 -1.456
49 H -5.494 -0.735 -3.421
50 H -5.231 1.751 -1.979
51 N 5.473 -0.678 1.151
52 C 4.167 -0.478 1.486
53 C 3.571 -1.863 1.532
54 C 4.502 -2.831 1.137
55 C 5.811 -1.939 1.034
56 H 6.056 0.107 0.911
57 H 3.655 0.365 1.673
58 H 2.616 -2.052 2.180
59 H 4.644 -4.014 0.980
60 H 6.842 -2.345 0.890
61 C -2.783 -0.848 -5.160
62 N -1.352 -0.339 -5.007
63 O -1.308 0.852 -4.661
64 O -0.495 -1.110 -5.270
65 H -3.034 -1.063 -4.209
66 H -2.831 -1.723 -5.523
67 H -3.339 0.150 -5.410
68 C -3.315 -3.023 5.629
69 N -4.341 -3.162 4.531
70 O -4.764 -4.309 4.403
71 O -4.330 -2.227 3.781
72 H -3.754 -2.507 6.251
73 H -2.409 -2.598 5.206
74 H -3.004 -4.069 5.787

Below is a structure of composition C26H37As2ClN5PPtSe at a distorted geometry, with properties calculated with ωB97M-V/def2-TZVPD.

Values from the calculation:
Relative energy (zero: lowest compared OMol25 entry of this formula, charge and spin) ... 2.467 eV
LUMO energy (alpha / beta) ... -6.621 / -6.621 eV
Charge ... +2
DFT total energy ... -9080.03001 Eh
2S+1 ... 1
Orbital gap (alpha / beta) ... 6.2 / 6.2 eV
Highest occupied orbital energy (alpha / beta) ... -12.793 / -12.794 eV
Strongest force on any atom ... 1.37 eV/A

Atoms and positions in Å:
1 Pt -0.085 -0.088 -0.108
2 C 4.082 -0.898 0.919
3 As 2.657 -0.285 -0.301
4 C 3.376 -0.995 -1.974
5 C 3.148 1.592 -0.594
6 C 4.477 1.989 -0.476
7 C 4.863 3.283 -0.777
8 C 3.920 4.206 -1.197
9 C 2.599 3.820 -1.325
10 C 2.201 2.519 -1.034
11 As 0.369 1.975 -1.438
12 C -0.721 3.566 -1.090
13 C 0.453 2.118 -3.386
14 H 4.970 -1.153 0.341
15 H 3.750 -1.795 1.446
16 H 4.327 -0.128 1.652
17 H 4.381 -0.601 -2.132
18 H 2.754 -0.704 -2.820
19 H 3.419 -2.082 -1.925
20 H 5.223 1.268 -0.162
21 H 5.900 3.572 -0.685
22 H 4.214 5.214 -1.445
23 H 1.862 4.535 -1.672
24 H -0.506 4.016 -0.120
25 H -1.771 3.270 -1.107
26 H -0.563 4.304 -1.875
27 H 0.984 3.043 -3.629
28 H -0.556 2.169 -3.800
29 H 0.984 1.282 -3.837
30 Cl 1.057 -5.606 -0.933
31 C 0.640 -4.152 -1.745
32 C 0.639 -4.079 -3.135
33 C 0.317 -2.870 -3.725
34 C -0.005 -1.787 -2.921
35 N -0.008 -1.864 -1.595
36 C 0.312 -3.015 -1.013
37 H 0.875 -4.944 -3.733
38 H 0.320 -2.770 -4.797
39 H -0.281 -0.836 -3.361
40 H 0.299 -3.051 0.070
41 Se -2.689 -0.432 0.432
42 C -4.194 -0.278 -0.743
43 C -4.893 0.924 -0.733
44 C -6.037 1.021 -1.509
45 N -6.480 0.018 -2.232
46 C -5.831 -1.128 -2.242
47 C -4.671 -1.330 -1.510
48 H -4.564 1.757 -0.131
49 H -6.616 1.932 -1.542
50 H -6.257 -1.910 -2.851
51 H -4.173 -2.286 -1.524
52 C -1.638 1.222 4.952
53 N -0.907 2.255 4.100
54 C 0.542 2.326 4.588
55 N 1.146 1.053 4.584
56 C 0.397 0.107 5.398
57 N -0.966 -0.018 4.912
58 C -1.044 -0.692 3.634
59 P -0.120 0.229 2.293
60 C -0.939 1.884 2.671
61 C 1.440 0.542 3.262
62 H -2.658 1.129 4.568
63 H -1.665 1.600 5.979
64 H -1.352 3.168 4.230
65 H 0.533 2.729 5.605
66 H 1.078 3.006 3.920
67 H 0.388 0.456 6.435
68 H 0.881 -0.869 5.360
69 H -2.091 -0.792 3.332
70 H -0.632 -1.698 3.732
71 H -1.977 1.806 2.327
72 H -0.444 2.665 2.085
73 H 2.077 1.256 2.723
74 H 2.000 -0.394 3.356